A cluster of 11 separate species, C50H60F6O13S in total at a distorted geometry. Source: the Open Molecules 2025 dataset; level of theory: ωB97M-V/def2-TZVPD.

Output
E_HOMO, eV: -9.0
Net charge: 0
Frontier orbital gap, eV: 9.370

Positions of all 130 atoms, in Å:
F: -2.99942 0.43758 -0.67439
C: -1.72636 0.02278 -0.77658
C: -1.36809 -0.72691 -1.88529
C: -0.03749 -1.14384 -2.01531
C: 0.91722 -0.74052 -1.11219
C: 0.52153 -0.03672 0.02407
C: -0.80011 0.36713 0.17923
H: -2.15492 -1.23257 -2.43793
H: 0.16469 -1.77479 -2.87072
H: 1.96465 -0.98529 -1.22546
H: 1.26564 0.22325 0.75877
H: -1.05526 0.89456 1.09136
F: 4.27304 6.04998 2.97206
C: 3.85656 5.02164 2.23797
C: 2.81913 5.24214 1.35213
C: 2.25777 4.17430 0.67105
C: 2.75112 2.90273 0.93581
C: 3.84942 2.70793 1.75986
C: 4.40636 3.77852 2.45324
H: 2.42206 6.24827 1.29221
H: 1.34145 4.37308 0.12982
H: 2.30811 2.08694 0.38090
H: 4.22974 1.69815 1.86680
H: 5.23112 3.65580 3.14338
F: -7.46228 -1.96505 -0.47238
C: -6.54798 -2.59995 0.28643
C: -5.21798 -2.26862 0.13393
C: -4.28363 -2.79234 1.01334
C: -4.67317 -3.68540 1.99677
C: -6.01535 -4.02723 2.09537
C: -6.96721 -3.52693 1.21377
H: -4.88366 -1.56256 -0.61670
H: -3.23448 -2.58817 0.83391
H: -3.98305 -4.14199 2.69337
H: -6.32940 -4.66083 2.91729
H: -8.02684 -3.69067 1.35707
F: 0.09733 -2.07239 -6.51395
C: 1.06150 -1.16625 -6.36128
C: 0.97668 -0.28676 -5.31253
C: 1.92390 0.71771 -5.21013
C: 2.94292 0.83110 -6.14218
C: 2.98394 -0.06114 -7.20600
C: 2.06443 -1.08255 -7.29576
H: 0.14780 -0.34872 -4.62218
H: 1.75154 1.48109 -4.45737
H: 3.66728 1.63445 -6.12928
H: 3.82290 0.00767 -7.88603
H: 2.06885 -1.76411 -8.13775
F: 1.50676 -7.71027 -3.46301
C: 1.54860 -6.40558 -3.13020
C: 0.80519 -5.52202 -3.89218
C: 1.14463 -4.17422 -3.85176
C: 2.04988 -3.73432 -2.89062
C: 2.64536 -4.61340 -1.99588
C: 2.43705 -5.98455 -2.16906
H: 0.11561 -5.88862 -4.64197
H: 0.62524 -3.41719 -4.42583
H: 2.29932 -2.67738 -2.84343
H: 3.38885 -4.30160 -1.27545
H: 3.00642 -6.73565 -1.63457
F: -3.22231 1.32213 2.57653
C: -4.26227 1.82616 1.88276
C: -5.16580 0.92492 1.37832
C: -6.21610 1.36062 0.58107
C: -6.49920 2.72576 0.50806
C: -5.61308 3.62900 1.07102
C: -4.50230 3.18004 1.79633
H: -5.09574 -0.15361 1.42843
H: -6.87269 0.65799 0.08515
H: -7.41153 3.06293 0.03174
H: -5.70459 4.69181 0.88748
H: -3.85317 3.93220 2.23061
C: 0.01387 2.99413 -2.58772
S: -1.12335 4.24845 -1.94631
O: -0.39900 5.49585 -1.63145
C: -1.94320 4.53263 -3.51046
H: 1.00144 2.92071 -2.13545
H: 0.08925 3.13910 -3.66963
H: -0.44046 1.99623 -2.51721
H: -2.81211 5.15221 -3.30358
H: -2.33804 3.55369 -3.81532
H: -1.32632 4.88872 -4.33114
C: 1.82632 -1.77092 2.76059
O: 0.42542 -2.01948 2.71381
C: -0.37401 -1.42035 3.58897
O: -0.05669 -0.77910 4.55494
O: -1.61953 -1.59626 3.17882
C: -2.64860 -1.04699 4.04494
H: 2.00460 -0.72344 2.50565
H: 2.39468 -2.49700 2.19572
H: 2.20826 -1.81447 3.79091
H: -2.73591 -1.63177 4.96246
H: -3.54646 -1.20055 3.45612
H: -2.43307 -0.01728 4.28950
C: 4.23676 -0.83910 -3.06295
O: 5.05093 0.31100 -2.84715
C: 4.46148 1.34839 -2.27188
O: 3.32285 1.38666 -1.88756
O: 5.32195 2.35816 -2.31697
C: 5.03883 3.51852 -1.56934
H: 4.80871 -1.51201 -3.70073
H: 3.29654 -0.62459 -3.56321
H: 4.09304 -1.37480 -2.12019
H: 5.72166 4.30014 -1.88115
H: 5.19900 3.33131 -0.50683
H: 4.01472 3.87640 -1.66453
C: 1.56163 5.60041 7.21574
O: 0.91051 5.30131 6.00746
C: 0.35681 4.12923 5.94001
O: 0.25203 3.34277 6.84486
O: -0.14655 3.97159 4.72995
C: -0.54546 2.62447 4.47519
H: 1.83964 6.64834 7.23114
H: 2.48574 5.02389 7.28896
H: 0.94989 5.38599 8.09256
H: -1.34148 2.26301 5.11978
H: 0.30749 1.94984 4.39550
H: -0.95832 2.63599 3.46001
C: -0.83488 -3.83873 -0.07837
O: 0.42378 -4.32391 0.37505
C: 0.47145 -4.87468 1.58603
O: -0.47020 -5.16227 2.26218
O: 1.74526 -5.02216 1.90259
C: 2.01929 -5.54716 3.19522
H: -0.99626 -4.20570 -1.09030
H: -0.90017 -2.75320 -0.00061
H: -1.65323 -4.23017 0.53183
H: 1.76920 -4.79105 3.94579
H: 3.07790 -5.76871 3.29510
H: 1.46628 -6.46300 3.40064

Atomic partial charges in e from the Mulliken method, atoms 1 to 5: F -0.475; C 0.493; C -1.138; C -0.246; C -0.277